155
Properties=species:S:1:pos:R:3:forces:R:3:mulliken_charge:R:1 method="wB97M-V/def2-TZVPD" lumo_energy_ev=-2.6 mol_weight_da=1237.18 homo_ev=-10.47 total_charge=+1
N 5.25766 0.39732 3.45324 0.415 0.485 0.318 -0.4309
C 5.26507 1.71911 2.77222 -0.099 -0.711 -0.562 -1.2655
C 3.90790 2.05818 2.14297 0.391 0.662 0.269 0.3477
C 3.10757 3.16889 2.87050 -0.075 -0.238 -0.602 -1.8582
C 1.69435 2.76081 3.28372 0.710 -0.059 0.255 -1.4526
C 1.51627 1.91466 4.54551 -0.320 -0.582 0.840 3.1721
C 2.20856 2.49830 5.80762 0.233 -0.237 -0.259 -1.6927
B 3.76157 2.26783 6.02778 0.241 -0.022 -0.243 0.6786
O 4.63521 3.28150 5.79986 0.033 0.005 -0.078 -0.6179
O 4.30571 1.08275 6.51892 -0.308 0.406 0.373 -0.5553
C 2.01148 0.46283 4.38062 -0.230 0.032 -0.474 -0.7567
C 1.03091 -0.45117 3.64278 0.349 0.263 0.712 0.3760
C 1.70105 -1.76143 3.27015 -0.355 -0.158 -0.392 -1.6081
O 2.43306 -1.49391 2.10275 0.088 0.294 -0.142 -0.1096
O 2.79986 -2.79005 1.61942 0.031 -0.262 0.026 -0.4862
C -0.16474 -0.66825 4.61413 0.866 -1.282 -0.727 -0.3100
C 0.08175 -1.91292 5.48334 -0.064 0.605 0.454 0.0020
C -0.78054 -1.96566 6.71018 0.826 -0.339 -0.571 0.2114
O -1.92018 -1.74459 6.80392 -1.758 0.595 0.070 -0.3735
F -0.07686 -2.31977 7.78239 0.389 -0.205 0.723 -0.3204
N -0.32551 0.52076 5.50750 -0.729 -0.165 -0.086 0.4931
C -0.05402 1.83905 4.84875 -0.185 1.631 -0.471 -0.9434
N -0.46197 2.86722 5.82358 -0.048 -0.519 0.105 -0.2976
C -0.95014 2.01578 3.60219 -0.945 -0.801 0.232 -1.3740
C -2.46945 1.80285 3.86192 0.274 0.169 -0.602 -1.2792
C -3.06216 0.60344 3.09727 -0.068 -0.067 0.957 -1.2599
S -3.77284 -0.58041 4.28325 0.208 -0.522 -0.311 0.4671
C -5.44211 -0.82475 3.72591 -0.596 0.284 -0.745 -0.2460
S -6.35371 0.44318 3.28788 -0.105 0.130 0.071 -0.1999
N -5.94946 -2.13291 3.68071 1.407 0.070 1.604 0.6203
C -4.96006 -3.18549 3.50676 0.021 -0.344 -0.577 -0.1084
C -4.20261 -3.76045 4.52320 0.035 -0.188 0.141 0.3683
C -3.28624 -4.77079 4.24724 -0.224 0.110 -0.495 -0.8849
C -3.10568 -5.22362 2.93795 -0.302 0.492 0.425 -0.5626
C -3.84233 -4.63052 1.92034 0.076 -0.127 0.137 -0.6806
C -4.76385 -3.62333 2.20000 0.241 -0.147 0.123 -0.3821
C -6.96499 -2.38450 4.69402 -0.893 -0.190 -0.511 -0.1745
C -6.71708 -2.35470 6.05908 0.071 0.049 0.127 0.0898
C -7.73485 -2.63190 6.96635 0.004 0.021 -0.393 -0.8752
C -9.02078 -2.91276 6.51539 0.476 0.095 -0.003 -0.4471
C -9.27258 -2.91001 5.15079 0.044 -0.009 -0.010 -0.6160
C -8.25148 -2.65559 4.24286 0.010 -0.030 0.286 -0.1812
H 5.87875 -0.22294 2.94920 -0.161 -0.147 -0.099 0.2882
H 5.70854 0.49360 4.35651 -0.162 -0.085 0.148 0.1612
H 6.00416 1.68862 1.97234 0.104 0.019 -0.071 0.4393
H 5.58995 2.52423 3.42169 -0.047 0.023 0.320 0.2368
H 3.30255 1.16757 2.00042 0.061 -0.228 0.029 0.1784
H 4.12076 2.42672 1.14554 -0.109 0.058 -0.205 0.3097
H 2.96739 3.94405 2.12099 -0.133 0.231 0.046 0.5397
H 3.67925 3.64425 3.66118 0.015 -0.137 0.239 0.9356
H 1.31089 2.20137 2.43419 -0.356 0.156 -0.138 0.3523
H 1.11891 3.67246 3.41745 -0.169 0.139 -0.086 0.7017
H 1.99372 3.55681 5.89879 -0.099 0.163 0.031 0.0916
H 1.74368 2.01662 6.67628 -0.150 0.097 0.166 0.1731
H 5.51371 3.04763 6.12216 0.092 0.086 -0.050 0.3169
H 3.73160 0.74177 7.21098 0.054 -0.406 -0.123 0.2888
H 2.99570 0.43590 3.92111 0.125 -0.055 -0.013 0.1376
H 2.13773 -0.01375 5.35727 0.293 0.133 0.247 -0.3579
H 0.70763 -0.02197 2.69878 -0.165 0.132 -0.002 0.1791
H 2.35981 -2.14603 4.05019 0.064 -0.074 0.091 0.4123
H 0.94391 -2.50651 3.01027 -0.006 -0.202 0.096 0.5815
H 3.40441 -2.55506 0.90464 0.061 0.095 -0.021 0.3202
H -1.06317 -0.85055 4.03569 -0.400 0.435 0.255 -0.1933
H 1.10775 -1.94477 5.83044 0.234 -0.109 -0.221 -0.5952
H -0.15435 -2.80626 4.91625 0.122 -0.182 -0.169 0.7497
H -1.28785 0.48647 5.86701 -0.025 0.131 -0.100 1.0656
H 0.27149 0.44210 6.33425 0.230 0.076 -0.100 0.8639
H -1.17044 2.52776 6.46501 0.011 0.027 0.074 0.4234
H -0.90555 3.63763 5.34208 0.140 0.163 -0.049 0.4046
H -0.68498 1.35417 2.78486 0.284 0.105 -0.088 -0.0100
H -0.84143 3.02560 3.23882 0.424 0.183 -0.003 1.2579
H -2.69617 1.74608 4.92166 -0.098 -0.134 0.210 0.6223
H -3.00631 2.68359 3.52285 -0.026 0.190 0.049 0.4102
H -2.28516 0.05273 2.57648 0.039 0.005 -0.292 0.4032
H -3.83506 0.89922 2.39982 -0.134 0.014 -0.064 0.7550
H -4.30358 -3.43951 5.54731 -0.129 0.088 0.087 0.1335
H -2.72475 -5.22054 5.05164 0.034 -0.025 0.142 0.4943
H -2.40979 -6.02345 2.74287 0.066 -0.083 -0.142 0.4439
H -3.70771 -4.98182 0.90798 -0.066 0.071 -0.121 0.4165
H -5.32748 -3.17584 1.39522 -0.135 0.061 -0.004 0.4902
H -5.73941 -2.10381 6.44530 0.125 0.042 -0.053 0.3407
H -7.50282 -2.62110 8.01948 -0.067 0.013 0.138 0.3920
H -9.79612 -3.12200 7.23484 -0.171 -0.025 -0.020 0.4089
H -10.26955 -3.10343 4.78492 -0.080 -0.038 -0.032 0.3922
H -8.45213 -2.64841 3.18389 0.024 -0.005 -0.137 0.4275
C 2.77457 -3.60881 7.20765 0.149 -0.040 -0.070 0.0216
C 3.75897 -2.63085 7.26049 -0.101 -0.110 -0.042 -0.1446
C 5.09760 -2.98222 7.20850 0.035 0.250 0.003 -0.3544
C 5.42661 -4.31920 7.10095 -0.181 0.025 0.001 -0.0162
C 4.46411 -5.31047 7.05351 -0.098 -0.169 -0.017 -0.4760
C 3.12722 -4.94839 7.10716 0.008 0.117 -0.019 -0.7324
N 6.84950 -4.69773 7.02283 0.098 -0.033 0.003 1.0295
O 7.66809 -3.80406 7.08453 -0.011 0.004 -0.005 -0.6016
O 7.10731 -5.87532 6.89695 -0.011 0.011 0.007 -0.5997
H 1.73546 -3.32177 7.24069 0.081 -0.167 0.144 0.3807
H 3.48340 -1.58702 7.34036 0.032 0.015 0.005 0.1632
H 5.86754 -2.22607 7.24848 0.081 -0.082 -0.014 0.5463
H 4.74811 -6.34917 6.97332 0.117 0.031 -0.003 0.4808
H 2.36208 -5.71140 7.06803 0.013 -0.022 0.013 0.4305
C 3.94551 1.38638 -4.47725 -0.006 -0.009 0.026 -0.5961
C 4.45017 1.45565 -3.18447 -0.064 -0.012 -0.089 -0.5507
C 3.64409 1.89453 -2.14733 0.166 -0.039 0.104 0.0835
C 2.33771 2.25541 -2.42558 0.090 -0.044 -0.102 0.0893
C 1.81888 2.19791 -3.70640 -0.127 0.006 -0.131 -0.7697
C 2.63326 1.75993 -4.73828 0.100 -0.031 0.046 -0.3083
N 1.47097 2.70552 -1.32817 -0.071 0.055 0.021 0.9932
O 1.95090 2.76850 -0.20865 0.011 -0.042 0.011 -0.5610
O 0.32142 2.98720 -1.59100 -0.025 -0.018 0.021 -0.6201
H 4.57684 1.04037 -5.28556 0.003 0.022 -0.011 0.4775
H 5.47283 1.16691 -2.98461 0.008 0.012 0.013 0.4062
H 4.03069 1.95214 -1.14087 -0.100 0.033 0.040 0.3787
H 0.79753 2.48836 -3.90232 -0.014 0.022 0.103 0.4881
H 2.24569 1.70836 -5.74568 -0.027 0.055 0.021 0.5134
C 1.17676 -3.84937 -7.04291 0.035 0.038 -0.002 -0.5001
C 0.32708 -2.76072 -6.89916 0.037 -0.091 -0.009 -0.5279
C 0.77683 -1.48447 -7.19420 -0.197 0.068 0.056 -0.1243
C 2.07834 -1.32202 -7.63262 -0.062 -0.145 0.015 -0.0425
C 2.94383 -2.39224 -7.77396 0.173 -0.106 -0.052 -0.4234
C 2.48454 -3.66423 -7.47466 -0.114 0.013 0.032 -0.4181
N 2.55328 0.02759 -7.96815 0.001 0.024 -0.025 1.1494
O 1.77783 0.95509 -7.81829 -0.004 -0.029 -0.046 -0.6636
O 3.69126 0.14519 -8.37295 0.020 0.018 0.036 -0.6216
H 0.81821 -4.84565 -6.82111 0.000 -0.002 0.003 0.4011
H -0.69096 -2.90563 -6.56599 -0.019 0.020 -0.028 0.4018
H 0.11851 -0.63499 -7.08809 0.065 0.058 -0.062 0.4836
H 3.95721 -2.24177 -8.11507 -0.023 0.109 -0.021 0.4769
H 3.14545 -4.51269 -7.58430 0.017 0.005 -0.010 0.3945
C -0.54389 1.24044 -12.47983 -0.022 -0.020 0.032 -0.5255
C -1.92349 1.36260 -12.58509 0.164 -0.020 -0.030 -0.4522
C -2.75233 0.57316 -11.80372 -0.153 0.099 -0.074 -0.4107
C -2.17899 -0.32690 -10.92556 0.101 0.099 -0.087 0.0062
C -0.80712 -0.46765 -10.81060 0.187 -0.055 0.070 -0.3260
C 0.01349 0.32430 -11.59601 -0.060 0.076 -0.043 -0.3961
N -3.05120 -1.15528 -10.07719 0.017 -0.001 -0.006 1.0118
O -4.25030 -1.03195 -10.20289 0.009 -0.006 0.005 -0.6055
O -2.51052 -1.91337 -9.29391 -0.005 -0.052 0.091 -0.6119
H 0.10000 1.86234 -13.08833 0.002 -0.014 -0.018 0.4257
H -2.35551 2.07553 -13.27185 -0.042 -0.006 0.007 0.4996
H -3.82556 0.66493 -11.88097 -0.012 -0.061 0.078 0.4674
H -0.38217 -1.18160 -10.12025 -0.108 -0.034 0.031 0.5266
H 1.08803 0.22886 -11.51778 0.006 -0.010 0.010 0.4002
C -1.32356 7.00928 -9.89610 -0.015 -0.009 -0.009 -0.4135
C -2.54660 7.61159 -10.16024 0.093 -0.069 0.009 -0.4380
C -3.47051 6.97976 -10.97679 -0.105 0.173 0.046 -0.4004
C -3.15018 5.74748 -11.51465 0.108 0.059 0.103 0.0450
C -1.93611 5.13349 -11.26774 0.143 -0.138 -0.003 -0.1495
C -1.01796 5.77361 -10.45154 -0.044 0.097 0.036 -0.4953
N -4.13596 5.06337 -12.36719 -0.020 -0.007 -0.034 0.9927
O -5.18729 5.62665 -12.57980 0.000 -0.008 0.001 -0.5979
O -3.83483 3.96893 -12.80515 -0.027 0.003 -0.021 -0.5977
H -0.60649 7.50410 -9.25452 0.006 0.007 -0.007 0.3825
H -2.78242 8.57415 -9.72827 -0.015 0.009 -0.010 0.3745
H -4.42318 7.44223 -11.18721 -0.033 -0.095 -0.061 0.4546
H -1.70626 4.17057 -11.69965 -0.105 -0.011 -0.030 0.4249
H -0.06454 5.30646 -10.24663 0.001 -0.019 -0.010 0.4119